A cluster of 8 separate species, C39H46N8O3S in total, computed with ωB97M-V with the def2-TZVPD basis set.

Geometry as XYZ:
```
97
Properties=species:S:1:pos:R:3:forces:R:3:mulliken_charge:R:1
C -1.32497 -3.59015 -2.75895 -0.227 -0.183 -0.044 -0.578
O -1.60915 -2.44399 -1.98296 0.174 -0.124 0.090 -0.364
C -2.03458 -1.33835 -2.72626 -0.234 0.246 0.161 -0.327
C -3.36330 -1.49504 -3.46118 -0.093 0.233 -0.047 -0.586
N -4.56928 -1.20954 -2.64272 0.048 -0.300 -0.272 -0.342
S -5.35595 -2.44685 -1.88570 0.138 0.028 -0.119 1.040
C -5.90752 -3.54545 -3.18638 -0.178 -0.243 0.206 -0.939
O -4.39448 -3.16413 -1.09806 -0.235 0.142 -0.107 -0.431
O -6.53890 -1.86731 -1.31278 0.259 -0.080 0.053 -0.686
H -2.20589 -4.24644 -2.81984 0.044 0.074 -0.024 0.169
H -1.03281 -3.31880 -3.78472 0.082 -0.006 0.129 0.446
H -0.51311 -4.14520 -2.28954 -0.039 0.110 -0.046 0.197
H -1.27280 -1.03652 -3.45693 -0.052 -0.114 -0.006 0.349
H -2.15027 -0.51739 -2.01308 0.076 -0.038 -0.072 -0.003
H -3.43079 -2.47331 -3.95208 0.063 0.046 0.067 0.286
H -3.36284 -0.73683 -4.24970 -0.031 -0.088 0.050 0.559
H -5.27015 -0.71289 -3.18247 0.065 0.215 0.176 0.300
H -6.97597 -3.37430 -3.31572 0.129 0.012 -0.085 0.373
H -5.36870 -3.38207 -4.11823 0.026 -0.004 0.097 0.330
H -5.73350 -4.55891 -2.82308 -0.034 0.060 -0.129 0.268
C -1.92826 4.28396 -4.68889 0.013 -0.008 -0.011 -0.218
C -2.29651 3.73502 -3.47445 -0.028 0.005 -0.033 -0.789
C -2.10221 2.37505 -3.27927 -0.006 -0.028 -0.030 -0.067
N -1.57360 1.56886 -4.19559 -0.056 -0.030 -0.062 -0.074
C -1.21680 2.11209 -5.36063 0.008 0.010 0.037 -0.263
C -1.37374 3.45560 -5.65539 -0.003 0.018 0.020 -0.590
H -2.06112 5.34127 -4.87953 -0.002 -0.003 -0.004 0.368
H -2.71433 4.33995 -2.68287 0.020 -0.007 0.015 0.389
H -2.37939 1.91189 -2.33835 -0.004 0.045 0.017 0.509
H -0.78141 1.43567 -6.08851 -0.005 0.008 -0.005 0.365
H -1.06411 3.84270 -6.61670 -0.002 -0.004 -0.002 0.380
C -2.56713 -7.14447 1.05863 0.002 0.006 -0.005 -0.463
C -2.89272 -5.94565 0.44740 -0.026 -0.005 -0.027 -0.189
C -2.08442 -4.83899 0.67173 0.064 0.033 0.048 -0.498
N -1.00413 -4.87092 1.45371 -0.002 -0.045 -0.009 -0.548
C -0.70528 -6.03016 2.03777 0.014 0.033 -0.015 -0.290
C -1.44660 -7.19028 1.87390 -0.012 -0.004 -0.008 -0.310
H -3.17523 -8.02750 0.90633 0.002 0.003 -0.001 0.381
H -3.75877 -5.85134 -0.19374 0.001 0.021 0.008 0.417
H -2.31925 -3.89051 0.20458 0.011 0.032 -0.040 0.725
H 0.17560 -6.02942 2.67277 -0.014 -0.010 -0.009 0.384
H -1.15189 -8.10269 2.37499 0.005 0.006 0.003 0.381
C 1.75725 2.99966 1.03229 0.000 0.010 0.003 -0.147
C 1.34936 2.01044 0.15073 0.011 0.006 0.016 -0.756
C 0.36256 2.31796 -0.77307 -0.026 0.016 -0.027 -0.031
N -0.21899 3.51360 -0.85820 0.009 -0.001 0.034 -0.179
C 0.18124 4.45470 -0.00475 -0.009 -0.036 -0.039 -0.235
C 1.16232 4.24907 0.95498 0.047 -0.055 -0.010 -0.697
H 2.52438 2.79866 1.76965 0.001 0.001 -0.003 0.400
H 1.78095 1.01911 0.17581 -0.006 -0.002 -0.004 0.402
H 0.02227 1.56880 -1.48164 0.008 -0.003 0.004 0.379
H -0.31106 5.41660 -0.08223 0.006 0.002 0.040 0.386
H 1.44021 5.05012 1.62605 -0.037 0.019 -0.007 0.478
C 4.19842 -6.21924 -2.98570 -0.012 0.009 -0.002 -0.090
C 3.44719 -5.67946 -4.01622 0.006 -0.002 0.011 -0.723
C 2.19815 -5.15216 -3.71819 0.011 0.000 0.020 -0.048
N 1.67898 -5.14041 -2.49441 0.045 -0.038 -0.020 -0.258
C 2.40978 -5.66820 -1.51329 -0.028 -0.007 0.029 -0.306
C 3.66830 -6.21605 -1.70545 -0.034 0.008 -0.006 -0.663
H 5.18336 -6.62650 -3.17160 0.002 0.014 0.009 0.389
H 3.82014 -5.65739 -5.03141 -0.006 0.002 0.000 0.361
H 1.58502 -4.71360 -4.49944 0.013 -0.010 -0.004 0.347
H 1.96007 -5.64411 -0.52580 0.004 -0.008 0.005 0.513
H 4.22379 -6.61570 -0.86866 0.012 0.009 -0.006 0.395
C -2.70103 6.24806 4.82306 -0.093 -0.012 -0.029 -0.305
C -2.16506 5.04954 4.38041 -0.013 0.015 0.011 -0.690
C -1.37042 5.06074 3.24282 0.019 -0.008 -0.014 0.107
N -1.09807 6.16404 2.54829 0.009 0.049 0.018 -0.212
C -1.62901 7.30734 2.97942 0.004 0.000 -0.001 -0.308
C -2.42947 7.40302 4.10770 -0.048 -0.013 -0.025 -0.439
H -3.32664 6.28317 5.70590 0.017 -0.009 0.009 0.414
H -2.35476 4.12112 4.90181 0.005 -0.002 -0.002 0.390
H -0.92712 4.14346 2.86952 -0.018 -0.005 -0.001 0.273
H -1.39775 8.19017 2.39305 -0.004 0.004 0.013 0.373
H -2.83134 8.35900 4.41419 0.018 0.009 -0.003 0.382
C 7.65803 -2.81569 1.00506 -0.004 -0.005 -0.008 -0.173
C 6.27418 -2.87839 0.98052 0.015 0.008 -0.003 -0.626
C 5.66551 -3.67888 0.02462 -0.026 -0.015 -0.031 -0.031
N 6.34028 -4.39260 -0.87279 0.066 -0.042 -0.026 -0.266
C 7.66925 -4.32196 -0.84037 -0.025 0.024 0.033 -0.174
C 8.37320 -3.55279 0.07427 -0.005 0.010 0.010 -0.493
H 8.17035 -2.20296 1.73568 -0.001 -0.002 0.000 0.371
H 5.67357 -2.31938 1.68502 -0.005 -0.005 -0.001 0.361
H 4.58371 -3.75160 -0.02803 0.005 0.004 0.009 0.347
H 8.19643 -4.91030 -1.58389 0.007 0.003 0.009 0.347
H 9.45441 -3.53487 0.05462 -0.001 -0.002 -0.005 0.349
C 1.62125 7.78505 5.93217 -0.001 0.004 0.000 -0.542
C 2.14261 8.17194 7.15640 -0.005 0.002 -0.014 -0.322
C 1.57288 7.65356 8.30986 -0.019 -0.020 -0.002 -0.286
N 0.54851 6.80380 8.30601 -0.017 0.007 0.005 -0.563
C 0.05617 6.44341 7.12254 0.038 0.018 0.055 -0.278
C 0.55390 6.90149 5.91138 0.098 0.021 0.038 0.190
H 2.03805 8.16608 5.00830 0.002 -0.005 0.001 0.398
H 2.97422 8.86052 7.22108 0.000 -0.001 0.005 0.366
H 1.95619 7.93199 9.28555 0.005 0.006 -0.008 0.349
H -0.77924 5.75222 7.15046 0.006 -0.007 -0.043 0.392
H 0.12134 6.57315 4.97834 -0.010 -0.029 -0.008 0.323
```
Forces are in eV/Å.

Computed properties:
E_LUMO: 0.627 eV
Electronic energy: -2575.58594 hartree
HOMO: -9.06 eV